93
Properties=species:S:1:pos:R:3 method="wB97M-V/def2-TZVPD" orbital_gap_ev="6.651 / 3.062" total_energy_ev=-136047.310 s2=0.77 de_lowest_ev=1.541 total_charge=+1 multiplicity=2
Y -0.1925 0.1205 0.2551
N -2.0081 -1.6803 0.8800
C -3.0684 -2.0185 -0.0746
C -3.5493 -0.7622 -0.7639
N -2.4642 -0.0837 -1.4857
C -2.8763 1.2807 -1.8613
C -1.6886 2.1975 -2.0299
N -0.9552 2.2529 -0.7524
C -2.0493 -0.8847 -2.6604
C -0.5678 -1.2201 -2.6918
N -0.0523 -1.6330 -1.3727
H -1.6086 -2.5271 1.2744
H -2.4167 -1.1761 1.6583
H -3.9194 -2.5075 0.4057
H -2.6729 -2.7321 -0.7987
H -3.9289 -0.0719 -0.0074
H -4.3826 -1.0044 -1.4371
H -3.5093 1.6754 -1.0631
H -3.4756 1.2721 -2.7790
H -2.0399 3.1846 -2.3378
H -1.0187 1.8314 -2.8042
H -1.5938 2.6357 -0.0481
H -0.2002 2.9309 -0.8221
H -2.2857 -0.3437 -3.5810
H -2.6365 -1.8044 -2.6909
H -0.0047 -0.3379 -2.9673
H -0.4003 -1.9897 -3.4487
H 0.9473 -1.8032 -1.4628
H -0.4429 -2.5200 -1.0655
C 0.2788 0.7426 3.9360
C 0.7043 1.8021 2.9706
C 1.0240 3.1272 3.2784
C 1.5150 3.6553 2.1072
N 1.4777 2.7141 1.1459
N 0.9444 1.5673 1.6816
B 2.5176 2.5574 -0.0640
N 1.9558 2.6579 -1.5399
C 2.4044 3.5874 -2.4255
C 2.1112 3.1638 -3.6894
C 1.4795 1.9202 -3.5120
C 1.0137 1.0467 -4.6408
N 1.3648 1.6249 -2.2219
N 3.1487 1.1588 0.1527
C 4.3178 0.8340 0.7346
C 4.4923 -0.5248 0.6347
C 3.3383 -0.9819 -0.0088
C 3.0545 -2.3934 -0.4180
N 2.5103 0.0303 -0.2682
N 3.5529 3.6830 0.0300
C 4.8644 3.7107 -0.3083
C 5.2693 5.0190 -0.3385
C 4.1141 5.7601 -0.0264
C 3.9547 7.2472 0.0576
N 3.0813 4.9572 0.1770
H -0.4033 1.1591 4.6794
H 1.1563 0.3730 4.4696
H -0.1774 -0.1160 3.4557
H 0.9499 3.6156 4.2360
H 1.9108 4.6330 1.8944
H 2.9094 4.4816 -2.1074
H 2.3431 3.6576 -4.6184
H 1.4373 1.4242 -5.5699
H -0.0744 1.0537 -4.7617
H 1.3434 0.0151 -4.5287
H 4.9428 1.5792 1.1927
H 5.3261 -1.1110 0.9826
H 3.8957 -3.0276 -0.1468
H 2.9334 -2.4671 -1.5025
H 2.1756 -2.8087 0.0728
H 5.4161 2.8204 -0.5495
H 6.2570 5.3910 -0.5553
H 4.9241 7.7391 0.1157
H 3.3702 7.5243 0.9342
H 3.4336 7.6319 -0.8205
F -0.4408 -2.5397 3.1053
B 0.6088 -2.7034 2.1917
F 1.7628 -3.1635 2.7375
F 0.1759 -3.4616 1.0901
F 0.8756 -1.3348 1.6631
Br -5.3332 1.1939 7.5370
C -4.5471 1.3520 5.9065
C -3.6113 0.3578 5.4955
C -3.0193 0.4921 4.2802
C -3.3332 1.6085 3.4507
C -4.2802 2.5848 3.8732
C -4.8854 2.4676 5.0836
C -2.6529 1.8020 2.0897
O -2.9202 2.8417 1.5018
O -1.8795 0.8669 1.7463
H -3.3821 -0.4742 6.1473
H -2.2952 -0.2318 3.9339
H -4.4851 3.4136 3.2099
H -5.6045 3.1953 5.4322

90
Properties=species:S:1:pos:R:3 method="wB97M-V/def2-TZVPD" orbital_gap_ev="5.164 / 5.897" total_energy_ev=-91854.907 s2=0.81 de_lowest_ev=1.934 total_charge=+1 multiplicity=2
Ru 0.2428 0.5193 -0.4820
C 0.3779 1.9333 -4.0531
C 0.5676 2.9599 -2.9491
N -0.3245 2.7631 -1.7983
C -1.7425 2.8226 -2.1936
C -2.3733 1.4473 -2.3490
C -0.0244 3.8053 -0.8125
C -0.4665 3.4185 0.5989
N 0.3568 2.3237 1.0248
C 0.9241 2.2985 2.2209
C 1.9128 1.3002 2.4517
F 2.1170 0.4301 1.4227
C 2.6256 1.1713 3.6187
F 3.5640 0.2145 3.7263
C 2.3898 2.0172 4.6904
C 1.4026 2.9785 4.5323
F 1.1077 3.7716 5.5660
C 0.6863 3.1267 3.3588
F -0.2982 4.0491 3.3403
H -0.5550 2.0836 -4.5918
H 1.2019 2.0186 -4.7579
H 0.3954 0.9370 -3.6103
H 0.4296 3.9723 -3.3585
H 1.5942 2.8818 -2.5837
H -2.2958 3.3550 -1.4200
H -1.8452 3.3943 -3.1231
H -3.4551 1.5431 -2.3865
H -2.1023 0.8296 -1.4860
H -2.0362 0.9558 -3.2529
H -0.4855 4.7612 -1.0977
H 1.0595 3.9451 -0.7826
H -1.5173 3.0981 0.6002
H -0.3606 4.3110 1.2227
H 2.9312 1.9205 5.6148
C -1.8094 -1.4039 -4.7665
N -0.3912 -1.5214 -4.5794
C 0.5422 -1.6279 -5.5704
C 1.7288 -1.8940 -4.9687
N 1.5391 -1.9561 -3.6180
B 2.5394 -2.7696 -2.7469
N 2.9667 -2.1387 -1.3874
C 3.6458 -2.9273 -0.5054
C 4.3261 -2.1342 0.3624
N 4.0581 -0.8437 0.0144
C 4.6974 0.3199 0.5659
C 3.1939 -0.8694 -1.0316
S 2.5171 0.5392 -1.7264
C 0.2447 -1.6915 -3.3927
S -0.5778 -1.5583 -1.8989
H -2.1042 -1.9820 -5.6412
H -2.1100 -0.3664 -4.9177
H -2.3099 -1.7984 -3.8810
H 0.2889 -1.5187 -6.6036
H 2.6892 -2.0662 -5.4047
H 2.0279 -3.8188 -2.5125
H 3.5464 -2.8733 -3.3770
H 3.6155 -3.9931 -0.5871
H 4.9615 -2.3812 1.1877
H 4.7358 0.2438 1.6514
H 4.1378 1.2073 0.2687
H 5.7165 0.4040 0.1821
C -3.4611 1.2446 2.9773
P -3.4203 0.3514 1.3826
C -3.8207 -1.3972 1.7383
C -4.8262 1.0098 0.4099
O -2.1171 0.5179 0.6817
H -4.4354 1.1530 3.4478
H -3.2409 2.2966 2.8010
H -2.7004 0.8277 3.6336
H -4.8582 -1.4881 2.0416
H -3.1770 -1.7576 2.5369
H -3.6427 -1.9896 0.8434
H -5.7485 0.9272 0.9765
H -4.9199 0.4541 -0.5212
H -4.6412 2.0577 0.1808
N -0.4758 -5.2538 4.3631
C -0.9087 -3.9786 4.4001
O -1.5949 -3.5349 5.2939
C -0.5016 -3.1043 3.2471
C -0.5956 -1.7282 3.4378
C -0.2883 -0.8800 2.3926
N 0.1246 -1.3132 1.2066
C 0.2326 -2.6207 1.0251
C -0.0860 -3.5546 1.9997
H -0.7061 -5.8600 5.1331
H 0.1316 -5.6002 3.6443
H -0.9182 -1.3491 4.3959
H -0.3822 0.1890 2.5032
H 0.5801 -2.9500 0.0559
H -0.0241 -4.6033 1.7566